{"formula": "C10H11IO2", "method": "ωB97M-V/def2-TZVPD", "elements": ["O", "C", "C", "C", "C", "C", "I", "C", "C", "H", "H", "H", "H", "H", "H", "H", "C", "C", "O", "C", "H", "H", "H", "H"], "coordinates": [[2.138867, 2.561821, 3.823728], [1.559786, 1.659788, 2.852988], [1.606956, 1.920385, 1.462523], [1.190821, 0.872115, 0.616380], [0.677774, -0.297165, 1.085824], [0.304194, -1.181282, -0.002856], [1.896725, -2.540758, -0.492377], [0.572640, -0.609908, 2.418047], [1.071056, 0.395984, 3.256619], [2.272665, 1.988765, 4.623842], [2.055949, 2.768392, 0.983078], [1.220475, 0.813457, -0.506685], [-0.537839, -1.924172, 0.153819], [0.084232, -0.688812, -0.982370], [0.042405, -1.408244, 2.914254], [1.148174, 0.225889, 4.297080], [-3.537871, 0.130371, -1.952491], [-2.877006, -0.599760, -2.620502], [-2.476770, -1.493668, -3.459829], [-1.318925, -0.953890, -4.116443], [-3.871399, 1.035701, -1.537473], [-1.124926, 0.074120, -3.934157], [-1.530435, -1.151707, -5.149704], [-0.567548, -1.597421, -3.733294]], "forces_ev_per_angstrom": [[-1.00, -2.37, -0.85], [0.93, -0.04, -0.26], [-0.01, -1.20, 0.11], [0.52, 1.46, -0.36], [-0.83, -1.07, -0.55], [-2.08, -2.50, -1.71], [0.39, -0.23, -0.14], [0.42, 2.26, 1.32], [0.26, 0.84, -0.18], [-0.17, 0.98, -0.97], [0.05, 0.56, 0.37], [0.42, 1.29, 1.30], [0.88, 1.16, 0.22], [0.20, -0.23, 1.08], [0.26, -0.54, -0.54], [-0.30, -0.35, 1.14], [0.13, 1.20, 0.63], [-1.26, -1.11, -0.36], [0.03, 0.70, 0.49], [-0.22, -1.80, -0.77], [-0.41, 0.21, 0.55], [-0.10, 0.82, 0.30], [0.46, 0.13, -0.67], [1.42, -0.17, -0.14]], "lowdin_charge": [-0.004, -0.238, 0.021, -0.064, -0.443, -0.620, 0.728, -0.019, -0.027, 0.108, 0.107, 0.128, 0.066, 0.037, 0.122, 0.094, 0.118, -0.307, -0.056, -0.031, 0.017, 0.088, 0.094, 0.081], "e_above_lowest_kj_mol": 216.1, "smiles": "Oc1ccc(CI)cc1.C#COC", "total_charge": 0, "homo_energy_ev": -8.7, "energy_ev": -22739.66568, "gap_ev": 9.10}

=====

{"formula": "C4H5IN", "method": "ωB97M-V/def2-TZVPD", "elements": ["C", "C", "C", "C", "N", "I", "H", "H", "H", "H", "H"], "coordinates": [[0.025126, 0.387700, -1.039926], [-0.084241, 1.649294, -0.748256], [0.817918, -1.489281, 0.183902], [-0.787379, -0.021335, 1.087233], [-0.002258, -0.471459, 0.108731], [-0.177045, 3.618732, -0.940073], [0.187537, -0.072565, -2.011655], [1.007546, -1.959005, 1.134427], [1.332845, -1.836301, -0.692639], [-0.794702, -0.533621, 2.035060], [-1.525346, 0.727840, 0.883195]], "forces_ev_per_angstrom": [[0.05, 0.56, -1.14], [0.02, 0.85, 0.07], [0.41, -0.69, 0.33], [-0.36, -0.49, 0.88], [-0.17, 0.22, 0.07], [0.04, -0.50, -0.17], [-0.02, -0.08, 0.17], [-0.26, -0.12, 0.12], [0.10, 0.21, -0.22], [0.21, -0.06, 0.11], [-0.01, 0.10, -0.20]], "lowdin_charge": [-0.186, -0.645, 0.183, 0.172, -0.192, 1.078, 0.137, 0.118, 0.116, 0.118, 0.101], "e_above_lowest_kj_mol": 238.8, "total_charge": 1, "homo_energy_ev": [-13.8, -12.7], "energy_ev": -13807.56031, "gap_ev": [8.76, 6.74]}

=====

{"formula": "C4H6O2S", "method": "ωB97M-V/def2-TZVPD", "elements": ["C", "C", "C", "C", "O", "O", "S", "H", "H", "H", "H", "H", "H"], "coordinates": [[-2.823708, -1.788612, -0.586932], [-3.039953, -2.961251, -0.291650], [2.289252, 2.217347, 0.893778], [1.193308, 1.903684, 1.563162], [-0.475765, -1.572458, -2.693160], [1.377909, -0.326857, -1.758872], [0.144645, -1.056436, -1.516797], [-2.752805, -0.750340, -0.780776], [2.391801, 1.767512, -0.060358], [3.000492, 2.870115, 1.303945], [-2.983331, -3.841510, 0.170345], [0.480797, 1.209023, 1.161984], [1.197358, 2.329784, 2.595332]], "forces_ev_per_angstrom": [[-1.01, -3.14, 0.89], [1.02, 6.17, -1.73], [-1.42, -0.88, -0.29], [1.21, 0.90, 1.55], [-0.47, -0.28, 0.08], [-1.07, -0.55, 0.79], [1.74, 0.86, -0.94], [-0.05, 0.17, -0.26], [0.62, -0.02, -0.94], [0.99, 0.70, 0.26], [-0.16, -3.21, 1.18], [-0.43, -0.06, 0.24], [-0.98, -0.66, -0.84]], "lowdin_charge": [-0.029, 0.038, -0.071, -0.076, -0.417, -0.437, 0.864, 0.010, 0.022, 0.032, -0.025, 0.027, 0.062], "e_above_lowest_kj_mol": 389.5, "total_charge": 0, "homo_energy_ev": -10.2, "energy_ev": -19171.26977, "gap_ev": 8.92}

=====

Question: Which formula does entry 1 have?
Answer: C10H11IO2